{
  "formula": "C42H112B5F20N7O14",
  "method": "ωB97M-V/def2-TZVPD",
  "total_charge": 3,
  "e_above_lowest_ev": 6.4067,
  "homo_ev": [-13.881, -13.520],
  "orbital_gap_ev": [7.92, 2.63],
  "spin_multiplicity": 2,
  "lumo_ev": [-5.96, -10.89],
  "s2": 0.754,
  "symbols": ["C", "O", "C", "C", "N", "H", "H", "C", "C", "O", "C", "H", "H", "H", "H", "H", "H", "H", "H", "H", "H", "H", "H", "H", "H", "C", "O", "C", "C", "N", "H", "H", "C", "C", "O", "C", "H", "H", "H", "H", "H", "H", "H", "H", "H", "H", "H", "H", "H", "H", "C", "O", "C", "C", "N", "H", "H", "C", "C", "O", "C", "H", "H", "H", "H", "H", "H", "H", "H", "H", "H", "H", "H", "H", "H", "C", "O", "C", "C", "N", "H", "H", "C", "C", "O", "C", "H", "H", "H", "H", "H", "H", "H", "H", "H", "H", "H", "H", "H", "H", "C", "O", "C", "C", "N", "H", "H", "C", "C", "O", "C", "H", "H", "H", "H", "H", "H", "H", "H", "H", "H", "H", "H", "H", "H", "C", "O", "C", "C", "N", "H", "H", "C", "C", "O", "C", "H", "H", "H", "H", "H", "H", "H", "H", "H", "H", "H", "H", "H", "H", "C", "O", "C", "C", "N", "H", "H", "C", "C", "O", "C", "H", "H", "H", "H", "H", "H", "H", "H", "H", "H", "H", "H", "H", "H", "B", "F", "F", "F", "F", "B", "F", "F", "F", "F", "B", "F", "F", "F", "F", "B", "F", "F", "F", "F", "B", "F", "F", "F", "F"],
  "positions_angstrom": [[7.5212, -2.7563, 6.1828], [6.5258, -2.5050, 5.2928], [6.9703, -2.6410, 3.9729], [6.0354, -1.9647, 3.0177], [4.6553, -2.5164, 3.0917], [4.6023, -3.5233, 3.0335], [4.2654, -2.2251, 3.9767], [3.6829, -2.1570, 2.0069], [2.4914, -3.1278, 1.9373], [1.8878, -3.1245, 3.2272], [1.7896, -4.4356, 3.8562], [8.3773, -2.0841, 6.1242], [7.8743, -3.7871, 6.2123], [7.2267, -2.5343, 7.2085], [7.0563, -3.7141, 3.8020], [8.0214, -2.4075, 3.8034], [6.2267, -2.2838, 1.9932], [5.9092, -0.8953, 3.1865], [4.2117, -2.1278, 1.0542], [3.2813, -1.1443, 2.0443], [2.8434, -4.1042, 1.6044], [1.8423, -2.7610, 1.1422], [2.8160, -4.7922, 3.7699], [1.1054, -5.0631, 3.2851], [1.4700, -4.2822, 4.8870], [2.8489, 3.2540, 1.8598], [4.2972, 3.2849, 1.7705], [4.8696, 2.8307, 0.5701], [6.2923, 3.3519, 0.5326], [6.2997, 4.8254, 0.7059], [5.5054, 5.2055, 0.2112], [6.2394, 4.9524, 1.7060], [7.6786, 5.4932, 0.4110], [8.6915, 5.3152, 1.5754], [8.9748, 4.0567, 2.1670], [9.7617, 4.3031, 3.3647], [2.5176, 3.5078, 0.8528], [2.5887, 4.0421, 2.5664], [2.3999, 2.3117, 2.1735], [4.2831, 3.2548, -0.2450], [4.8106, 1.7539, 0.4121], [6.6559, 3.0616, -0.4531], [6.8521, 3.0230, 1.4081], [7.5246, 6.5535, 0.2109], [7.9588, 4.9967, -0.5181], [8.4141, 6.0298, 2.3503], [9.6599, 5.6899, 1.2440], [10.5287, 5.0637, 3.2188], [10.3253, 3.5235, 3.8772], [9.1763, 4.5656, 4.2458], [-6.2038, -3.1799, 2.1690], [-5.5882, -4.2812, 1.4609], [-4.6419, -5.0825, 2.2562], [-4.2047, -6.1847, 1.2950], [-5.4116, -7.0305, 0.8626], [-6.1737, -6.5063, 0.4568], [-5.0593, -7.5661, 0.0821], [-6.0195, -7.9328, 1.8935], [-7.1557, -8.6612, 1.2403], [-8.2152, -7.7121, 0.9513], [-8.7545, -6.9158, 2.1468], [-5.4606, -2.7117, 2.8144], [-6.8408, -3.7983, 2.8013], [-6.7321, -2.5609, 1.4438], [-5.0908, -5.5401, 3.1378], [-3.7944, -4.4483, 2.5161], [-3.4727, -6.7776, 1.8435], [-3.7151, -5.7683, 0.4147], [-6.1457, -7.3914, 2.8311], [-5.3392, -8.7564, 2.1100], [-7.5094, -9.4439, 1.9114], [-6.9126, -9.2534, 0.3582], [-8.0646, -6.1679, 2.5378], [-9.0862, -7.5727, 2.9509], [-9.6498, -6.3469, 1.8960], [-0.3699, -1.4338, -9.4472], [0.8315, -0.7001, -9.4459], [1.5907, -1.1958, -10.4922], [3.0928, -0.6492, -10.5038], [3.5348, -0.6982, -9.0005], [3.1678, -1.4868, -8.4872], [4.4959, -0.9703, -8.8514], [3.5109, 0.6976, -8.2964], [3.9871, 0.4033, -6.9023], [3.0078, -0.2723, -6.1669], [3.3837, -0.5890, -4.8171], [-0.8179, -1.6466, -10.4178], [-1.0400, -0.9032, -8.7708], [-0.1210, -2.4049, -9.0192], [1.1138, -1.0349, -11.4590], [1.7733, -2.2665, -10.5841], [3.1395, 0.3332, -10.9738], [3.6657, -1.2861, -11.1778], [2.5038, 1.1119, -8.2509], [4.1961, 1.2950, -8.8979], [4.0603, 1.3775, -6.4190], [4.9142, -0.1649, -6.8263], [4.2224, -1.2852, -4.8159], [2.5162, -0.7837, -4.1866], [3.7961, 0.3349, -4.4115], [-6.5158, 1.4353, 1.7777], [-6.8781, 1.5145, 3.1956], [-6.2187, 0.6461, 4.0457], [-7.0425, 0.6194, 5.2574], [-8.4518, 0.0513, 4.8444], [-8.5768, 0.3368, 3.8837], [-8.4773, -0.9563, 4.7795], [-9.6661, 0.4667, 5.6668], [-9.7597, 1.9542, 5.7920], [-9.4233, 2.6351, 4.5448], [-10.0558, 3.8496, 4.3523], [-7.0637, 2.1046, 1.1145], [-6.8067, 0.4281, 1.4791], [-5.4736, 1.6325, 1.5267], [-5.2920, 1.1500, 4.3205], [-6.0575, -0.3925, 3.7567], [-7.1691, 1.5640, 5.7864], [-6.5754, -0.0270, 6.0003], [-9.6155, 0.0000, 6.6505], [-10.5064, -0.0111, 5.1631], [-8.9696, 2.2877, 6.4647], [-10.6721, 2.4293, 6.1526], [-9.4590, 4.3636, 3.5989], [-9.9618, 4.3996, 5.2887], [-11.1113, 3.7788, 4.0893], [5.9242, 2.6881, -3.8755], [4.8967, 3.1485, -4.8174], [5.2684, 4.2795, -5.5912], [3.9279, 4.7674, -6.2939], [2.9912, 5.2064, -5.1215], [3.1183, 4.5067, -4.4044], [3.4740, 6.0317, -4.7962], [1.5124, 5.5289, -5.4618], [0.7728, 5.9172, -4.2027], [0.6762, 4.6520, -3.5325], [0.1672, 4.7650, -2.2002], [5.6138, 1.7825, -3.3542], [6.3137, 3.3853, -3.1338], [6.6896, 2.2971, -4.5459], [6.1146, 4.0183, -6.2267], [5.5910, 5.0574, -4.8991], [3.3529, 3.9786, -6.7790], [4.1345, 5.6540, -6.8934], [0.8970, 4.6967, -5.8035], [1.4317, 6.2558, -6.2700], [-0.2025, 6.2566, -4.5515], [1.1829, 6.6959, -3.5596], [0.9026, 5.3517, -1.6497], [0.1753, 3.7910, -1.7109], [-0.7018, 5.4225, -2.1770], [1.9647, 1.5264, -1.2438], [0.5566, 1.2237, -1.3885], [0.3188, -0.0518, -0.9003], [0.0382, -0.1748, 0.6213], [-1.2438, 0.5894, 1.1704], [-1.3330, 0.6029, 2.1764], [-1.0823, 1.5622, 0.9519], [-2.6618, 0.1941, 0.6370], [-3.2057, -1.0239, 1.3873], [-3.3735, -0.6679, 2.6806], [-2.9316, -1.6616, 3.5993], [2.1085, 2.5552, -1.5739], [2.5244, 0.9236, -1.9590], [2.2694, 1.4038, -0.2044], [1.1184, -0.7756, -1.0582], [-0.4852, -0.4560, -1.5153], [0.8831, 0.1673, 1.2190], [-0.2399, -1.1877, 0.9123], [-2.4772, -0.0249, -0.4147], [-3.2893, 1.0845, 0.5964], [-2.6651, -1.9547, 1.2160], [-4.2485, -1.0997, 1.0791], [-3.5115, -2.5135, 3.9546], [-2.6858, -1.2331, 4.5709], [-1.9428, -2.0193, 3.3123], [-6.4905, 0.8437, -1.9734], [-6.6789, -0.5905, -1.9354], [-7.2675, 1.6308, -1.2651], [-5.1689, 1.1092, -1.6112], [-6.4743, 1.2762, -3.2630], [-1.0721, -3.6094, -1.0223], [-1.9938, -2.6875, -1.0714], [0.1397, -3.1335, -0.6538], [-1.5353, -4.6539, -0.1273], [-0.9941, -4.2260, -2.2722], [-1.1867, 4.3803, 1.2022], [-0.1206, 3.5936, 0.8093], [-0.8582, 5.0005, 2.3814], [-1.4042, 5.4070, 0.2991], [-2.4272, 3.6596, 1.2632], [5.3132, -0.8670, -1.0990], [6.3984, -1.2719, -1.8224], [4.5131, -1.9627, -1.2746], [5.6487, -0.7333, 0.2463], [4.8428, 0.2196, -1.6884], [-3.7558, -2.4189, 7.1433], [-3.1770, -3.1260, 6.0253], [-4.6841, -1.5861, 6.7119], [-4.3988, -3.3554, 7.9087], [-2.7560, -1.7666, 7.8908]],
  "atomic_forces_ev_per_a": [[1.7, -0.1, 2.8], [-1.1, 1.1, -1.1], [0.1, -1.3, 0.1], [-0.4, -0.8, -1.1], [-1.6, 0.4, 0.5], [0.7, -0.6, 0.5], [-0.4, -0.3, 0.6], [-0.5, 0.4, -1.6], [1.0, 0.6, 0.6], [-0.6, -0.2, -0.1], [0.5, 1.2, -1.0], [0.3, 0.0, -0.8], [0.0, -0.2, -0.4], [-0.8, -0.2, -0.1], [-0.6, -0.5, -0.6], [0.0, 1.1, 0.1], [1.1, 1.0, -0.1], [0.4, -0.1, -0.3], [0.2, -0.4, 0.0], [0.4, 0.1, 0.9], [-0.1, -0.4, 0.2], [-0.3, -0.1, 0.1], [-0.2, -0.9, 0.6], [0.0, -0.1, 0.2], [0.1, -0.1, -0.2], [0.9, 0.8, -0.7], [-0.1, -0.4, 0.9], [-0.7, 0.4, 0.5], [-0.6, -0.9, 0.1], [1.8, 0.3, 0.4], [-0.2, 0.7, 0.1], [-1.1, 0.3, 0.4], [-0.3, -1.8, -0.3], [0.5, 0.8, 0.2], [-0.2, -0.3, 0.5], [0.3, 0.5, 1.0], [-0.7, 0.1, 0.2], [-0.2, -0.2, -0.1], [0.4, -0.2, 0.0], [0.0, 0.3, -0.6], [0.4, -0.2, 0.2], [0.7, 0.1, 0.3], [0.3, -0.7, -0.6], [0.0, -0.1, 0.3], [0.5, 0.2, 0.1], [-0.4, 0.0, 0.3], [-0.1, 0.4, -0.6], [-0.2, 0.3, -0.4], [-0.1, -1.2, -1.5], [-0.8, 0.8, -0.4], [0.3, -2.6, 0.2], [1.3, -0.4, 0.2], [-1.2, 0.7, -2.1], [-0.3, 0.8, 0.7], [1.5, 0.1, 0.6], [-0.4, 1.0, 0.0], [0.0, -0.6, -0.3], [1.4, -1.4, -0.6], [-2.4, 1.2, 1.5], [-0.4, 1.0, 1.2], [0.3, -1.2, -1.0], [-0.1, 0.6, -0.2], [-0.9, 1.2, 0.6], [0.2, 0.0, 0.2], [-0.2, 0.4, 0.3], [0.2, -0.3, 0.2], [-0.2, -0.6, -0.3], [-0.2, 0.0, -0.1], [-0.6, 0.0, -0.4], [0.7, 0.4, 0.1], [-0.2, 0.1, 0.5], [0.2, 0.7, -0.4], [0.5, -0.2, -0.2], [0.4, -0.3, -0.1], [0.2, -0.4, -0.9], [-0.6, -0.7, 1.5], [0.9, 0.1, -0.9], [2.4, 0.3, -1.5], [-2.3, -0.7, 0.6], [0.8, 1.5, -1.7], [-1.8, 0.2, 0.4], [1.0, 0.2, -0.9], [-0.3, -2.2, 0.1], [-0.5, 0.9, 1.5], [-1.2, -1.0, -0.6], [0.9, 1.6, -0.4], [0.1, 0.6, -0.2], [-0.2, -0.2, -0.3], [-0.4, -0.2, 0.2], [0.1, 0.7, -0.2], [-0.6, -0.7, 1.2], [0.3, 0.4, 1.0], [0.3, -0.3, 0.7], [0.0, -0.3, -0.4], [-0.1, 0.1, 0.2], [0.9, 0.3, 0.1], [0.5, 0.2, -0.3], [-0.4, -0.6, 0.3], [0.1, -0.7, -0.6], [0.2, 0.2, 0.3], [-0.4, -0.8, 0.3], [-0.4, 0.4, -2.4], [0.6, 1.5, 0.3], [-1.3, -1.1, 1.8], [0.6, 0.8, 1.1], [-0.2, 1.0, -0.5], [0.5, -0.5, 0.4], [-0.3, -0.6, -0.4], [1.2, 2.4, -1.1], [0.1, -3.0, 0.4], [0.2, 1.1, 0.5], [-0.4, 0.2, 0.7], [0.3, -0.2, -0.4], [0.3, 0.0, 0.6], [0.6, -0.6, 0.1], [0.1, -0.1, -0.8], [-0.3, 0.1, -0.7], [-0.3, -0.5, 0.0], [0.3, 0.1, 0.0], [-0.1, 0.3, -0.2], [-0.1, -0.1, 0.5], [-0.4, -1.0, 0.2], [-0.4, 0.1, -0.1], [-0.2, 0.5, 0.0], [0.0, -0.1, -0.2], [0.0, -1.1, -1.6], [-0.2, 0.1, 1.4], [-1.4, -0.5, 0.4], [0.6, -0.3, 1.7], [0.3, 0.1, -2.3], [-0.6, -0.6, 0.5], [-0.4, 0.6, 0.5], [0.2, 0.5, 0.4], [-0.4, -1.4, 0.1], [0.2, 0.5, -0.4], [1.1, 1.1, 0.2], [-0.8, 0.2, 0.0], [-0.2, 0.6, -0.4], [0.7, 0.4, 0.4], [-0.2, 0.3, -0.5], [0.2, 0.4, -0.1], [0.5, 0.1, -0.3], [-0.3, -0.2, -0.2], [1.0, -0.7, -0.1], [0.7, 0.3, 0.2], [-0.3, 0.1, 0.2], [0.4, 0.1, 0.0], [0.3, 0.1, 0.4], [-0.9, 0.1, -0.4], [-0.6, -0.9, 0.2], [-1.0, 0.3, -0.9], [1.4, 0.5, 0.6], [-1.3, -0.9, 0.3], [-1.7, -0.1, 0.4], [-0.4, -0.2, -1.1], [0.6, -0.2, 0.5], [-0.2, 1.2, -0.4], [1.8, 0.5, -1.2], [0.6, 0.8, -1.9], [0.1, -1.4, 2.5], [2.3, 1.1, 1.6], [-0.1, 0.2, 0.3], [0.2, -0.4, 0.4], [0.3, -0.1, -0.1], [0.4, 0.1, -0.1], [-0.4, -0.1, 0.4], [-0.2, 0.2, 0.1], [0.7, -0.3, -0.5], [-0.4, -0.6, 0.0], [-0.1, 0.0, 0.6], [-0.1, -0.1, 0.0], [-0.8, -0.2, -0.9], [-1.1, -0.3, -0.5], [-0.8, 0.8, 0.1], [-0.2, -0.5, -0.9], [2.0, -1.7, -2.2], [-0.4, 0.9, 0.7], [-2.6, 0.9, 2.5], [2.2, -0.4, 1.9], [-0.9, 0.0, -2.3], [0.3, -4.4, -1.2], [-2.8, 3.7, 0.5], [1.8, 0.9, 1.1], [0.2, 0.3, 0.7], [0.4, -0.1, -0.5], [-1.7, 1.9, 0.1], [0.8, -1.7, -0.5], [0.1, -0.4, 1.3], [0.2, 0.3, -1.2], [0.9, -0.9, 0.3], [1.8, -3.1, -0.5], [2.8, 0.3, -0.7], [-2.8, -1.0, 0.8], [-0.1, 0.9, 1.1], [-1.8, 3.4, -0.6], [1.8, -1.9, 1.9], [0.4, 0.3, -0.8], [-2.2, 2.9, -2.0], [-0.2, -1.0, 0.8], [0.0, -0.1, -0.7]]
}



{
  "formula": "C5H8O2",
  "method": "ωB97M-V/def2-TZVPD",
  "e_above_lowest_ev": 3.8581,
  "homo_ev": [-8.046, -8.045],
  "orbital_gap_ev": [7.88, 7.87],
  "lumo_ev": [-0.17, -0.17],
  "symbols": ["C", "C", "O", "C", "C", "C", "O", "H", "H", "H", "H", "H", "H", "H", "H"],
  "positions_angstrom": [[-1.0562, -0.9356, -0.6473], [-0.1114, 1.0860, 0.0239], [-1.0623, 1.9649, 0.1021], [0.5857, 0.5570, 1.2256], [1.2576, -0.5464, 0.3800], [0.3892, -0.2734, -0.9023], [0.7910, -0.3173, -2.0747], [-1.5006, -0.8675, 0.3535], [-1.7543, -0.5435, -1.3919], [-0.8765, -1.9928, -0.8667], [-1.3556, 2.1954, -0.7980], [1.2873, 1.3173, 1.5910], [-0.0560, 0.2559, 2.0616], [2.3093, -0.3366, 0.1736], [1.1527, -1.5634, 0.7695]],
  "atomic_forces_ev_per_a": [[-0.2, -0.1, 0.0], [-0.2, 0.0, 0.2], [0.2, -0.1, -0.2], [-0.1, 0.0, 0.0], [0.1, -0.1, -0.1], [0.0, 0.0, 0.2], [0.0, 0.0, 0.0], [0.1, 0.0, -0.1], [0.1, 0.0, 0.1], [0.0, 0.1, 0.0], [0.0, 0.0, 0.1], [-0.1, -0.1, -0.1], [0.1, 0.1, -0.1], [-0.1, 0.0, 0.0], [0.0, 0.1, -0.1]]
}



no.,total energy (hartree),maximum force (eV Å⁻¹)
1,-5225.24931,4.641
2,-345.66317,0.338